(1)
DFT (ωB97M-V/def2-TZVPD) results for 2 unconnected molecules or ions with the total composition C3H8N2O.

Structure (XYZ):
```
14
Properties=species:S:1:pos:R:3:forces:R:3:mulliken_charge:R:1
C 1.95100 -1.56294 -0.04683 -0.48 -0.08 -0.04 -0.220
N 3.07156 -2.12131 -0.04750 0.10 -0.11 -0.19 -0.400
C 4.22162 -1.34750 0.36304 0.25 0.09 0.00 -0.718
H 1.09120 -2.13985 -0.37410 -0.10 0.00 -0.02 0.254
H 1.75710 -0.53025 0.26048 0.16 0.10 0.09 0.235
H 5.02606 -2.04248 0.60052 0.04 0.20 0.15 0.254
H 4.01111 -0.68698 1.20838 0.02 -0.08 0.11 0.308
H 4.56130 -0.70979 -0.45621 0.01 -0.12 -0.10 0.286
N -3.64776 2.11755 -0.41178 0.09 -0.06 -0.07 -0.353
C -4.84435 1.60664 0.00170 0.28 0.14 -0.12 0.122
O -5.84065 2.26102 0.17371 -0.12 0.06 0.18 -0.522
H -2.98061 1.52413 -0.87687 -0.01 -0.04 0.23 0.223
H -3.58888 3.10348 -0.60642 -0.16 0.02 -0.11 0.232
H -4.78871 0.52829 0.21189 -0.08 -0.12 -0.12 0.298
```
Forces are in eV/Å.

The molar mass comes out at 88.11 Da. The energy above the lowest of the compared OMol25 structures with the same formula, charge and spin comes out at 172.3 kJ/mol. Its SMILES is C=NC.NC=O. The value obtained for the orbital gap is 0.3818 hartree. Its HOMO energy is -9.831 eV. Its total charge is 0.

(2)
DFT (ωB97M-V/def2-TZVPD) results for C6H9FO3 in the gas phase in a non-equilibrium geometry.

Structure (XYZ):
```
19
Properties=species:S:1:pos:R:3:forces:R:3:mulliken_charge:R:1
C 0.59328 -2.76307 0.15662 0.76 0.75 -0.70 0.048
C 1.38931 -1.85468 0.38088 -1.25 0.70 -0.18 -0.400
C 2.11055 -0.44054 0.48778 0.27 -2.36 0.93 -0.380
O 1.94616 0.28316 -0.71489 -0.41 -0.24 1.03 -0.338
C 0.73462 0.98474 -0.90828 -0.45 1.35 -1.45 -0.098
O 1.06706 2.40372 -1.00383 0.20 -1.19 0.62 -0.534
C -0.47304 0.83973 0.06820 -1.24 0.52 0.39 -0.310
O -1.60330 0.30012 -0.70116 -0.31 -0.26 1.72 -0.327
C -2.64145 -0.13180 0.14628 -0.96 -0.46 -0.39 -0.058
F -2.78298 -1.56556 0.03733 0.35 1.77 0.25 -0.285
H -0.08086 -3.54592 -0.28819 1.19 1.24 1.10 0.341
H 3.21005 -0.68897 0.63434 -1.29 0.63 -0.48 0.294
H 1.79372 0.11505 1.43416 0.13 -0.73 -1.33 0.305
H 0.36385 0.73641 -1.96021 0.39 0.20 1.53 0.276
H 1.67880 2.58593 -0.26344 -0.35 -0.04 -0.50 0.322
H -0.80958 1.88703 0.38266 0.82 -1.27 -0.43 0.270
H -0.38586 0.23493 1.00854 0.47 0.31 -1.02 0.418
H -3.65579 0.28628 -0.16509 1.45 -0.54 0.03 0.208
H -2.50116 0.11342 1.23954 0.23 -0.39 -1.14 0.247
```
Forces are in eV/Å.

The molar mass comes out at 148.13 Da. The energy above the lowest of the compared OMol25 structures with the same formula, charge and spin comes out at 413.7 kJ/mol. Its SMILES is C#CCO[C@H](O)COCF. The value obtained for the orbital gap is 0.4014 hartree. Its HOMO energy is -10.302 eV. Its total charge is 0.

(3)
DFT (ωB97M-V/def2-TZVPD) results for a molecular structure, C28H35N5OP2Tc in a non-equilibrium geometry.

Structure (XYZ):
```
72
Properties=species:S:1:pos:R:3:forces:R:3:lowdin_spin:R:1
Tc 0.87839 -3.22161 3.24785 1.29 0.18 2.72 1.572
C -0.09713 -4.74995 1.71329 0.67 -0.36 -2.28 0.168
C 0.79455 -3.78842 1.19881 -0.59 -1.09 -1.41 -0.007
C 0.28393 -2.57809 0.45229 0.00 0.23 -0.52 0.002
C -0.38020 -1.44130 1.26539 0.22 0.63 -0.83 -0.009
C -0.42671 -1.63060 2.75362 -0.97 -0.11 0.56 -0.048
C -1.15949 -2.68193 3.37554 -1.13 0.94 -0.07 0.000
C -2.16709 -3.55040 2.65096 -0.43 -0.72 -0.08 0.007
C -1.58002 -4.66004 1.72919 -0.94 -0.31 0.83 0.024
C 1.28619 -2.28393 5.06766 0.72 0.53 0.42 0.039
H 0.24886 -5.78812 1.76964 0.34 0.55 0.35 0.001
H 1.73024 -4.18344 0.77983 -0.11 -0.01 0.57 0.009
H -0.44090 -2.91298 -0.29969 0.19 -0.18 0.26 -0.003
H 1.14752 -2.17427 -0.10043 -0.34 -0.07 0.18 0.001
H 0.18772 -0.51683 1.06664 -0.26 -0.29 0.11 0.000
H -1.38218 -1.25640 0.83748 0.16 -0.05 0.42 -0.004
H -0.23542 -0.71261 3.33186 0.13 -0.65 0.02 0.001
H -1.45524 -2.50374 4.41834 0.43 -0.15 -0.32 0.007
H -2.87697 -2.94284 2.06877 0.34 0.13 0.25 -0.001
H -2.78116 -4.06380 3.40880 0.26 0.30 -0.25 0.001
H -1.94614 -5.63731 2.10028 0.10 0.53 -0.25 0.000
H -2.01680 -4.56925 0.71510 0.60 0.06 0.19 0.012
H 1.49275 -3.08588 5.79556 -0.06 0.43 -0.26 0.010
H 0.39630 -1.73158 5.39478 0.16 -0.08 -0.04 0.016
H 2.13648 -1.58271 5.10676 -0.20 -0.16 -0.20 0.003
P -0.07385 2.41431 0.13860 -1.56 4.47 0.08 0.000
P 1.36627 0.48213 -2.12783 -2.28 0.04 -2.44 -0.003
N -1.69963 2.87412 0.62575 -0.55 -0.94 -0.02 0.000
N 0.55692 4.13463 0.35448 0.82 -1.06 0.02 0.000
N 0.01515 -0.25933 -3.04540 0.35 -0.26 1.18 0.001
N 2.50338 0.32256 -3.48990 1.72 0.44 -0.57 0.041
C -0.39439 2.64885 -1.67237 0.22 -0.55 -0.55 0.000
C 0.83687 2.22618 -2.49314 0.46 0.26 0.20 0.000
C -2.37656 2.32913 1.72295 -0.99 0.94 -0.61 0.000
C -3.64402 2.90378 1.79538 1.30 -0.21 -0.19 0.000
C -3.75636 3.83153 0.71191 1.35 -0.24 -0.39 0.000
C -2.56843 3.77507 -0.00853 -0.54 -0.43 0.98 0.000
C 1.57083 4.44938 1.25348 0.31 0.84 -0.23 0.000
C 1.88033 5.80521 1.15836 -0.85 -1.05 -0.30 0.000
C 0.98407 6.36526 0.18531 -0.13 -1.46 -0.01 0.000
C 0.22023 5.31384 -0.30460 0.32 0.43 0.07 0.000
C -0.61807 -1.39173 -2.52811 -0.84 0.21 -0.77 -0.001
C -1.79330 -1.62270 -3.22950 1.23 0.48 0.23 0.000
C -1.86188 -0.63046 -4.25990 0.96 0.47 0.68 0.000
C -0.77404 0.21045 -4.09327 -0.45 -0.28 -0.22 0.000
C 2.27872 0.33319 -4.87332 0.05 -0.16 1.92 0.344
C 3.49897 0.31832 -5.54030 2.69 0.07 1.21 0.120
C 4.52749 0.34797 -4.53597 -0.93 0.01 -2.86 0.125
C 3.89463 0.38229 -3.30111 -2.43 -0.29 0.06 0.341
H -0.61864 3.68561 -1.96576 0.13 -0.50 0.44 0.000
H -1.29636 2.07030 -1.93214 0.40 -0.09 0.00 0.000
H 0.63699 2.39828 -3.56609 0.27 -0.31 0.42 0.001
H 1.70882 2.85808 -2.23337 -0.35 -0.06 -0.01 0.000
H -1.88213 1.60879 2.34464 0.03 -0.11 0.21 0.000
H -4.37471 2.72242 2.56721 0.02 -0.04 -0.05 0.000
H -4.55704 4.53055 0.51219 -0.02 -0.28 -0.02 0.000
H -2.26363 4.28891 -0.90491 -0.23 0.04 0.25 0.000
H 1.98877 3.67259 1.88157 -0.01 0.17 -0.06 0.000
H 2.65602 6.32450 1.69465 -0.09 -0.02 0.14 0.000
H 0.89070 7.39611 -0.12367 0.11 -0.12 0.00 0.000
H -0.50737 5.32745 -1.10616 0.14 0.20 0.39 0.000
H -0.13008 -1.94237 -1.74657 -0.17 0.12 -0.15 0.000
H -2.50936 -2.39636 -3.01935 0.01 -0.15 -0.13 0.000
H -2.59399 -0.53626 -5.04372 -0.11 0.02 0.09 0.000
H -0.49774 1.09504 -4.65947 -0.26 -0.25 0.20 0.000
H 1.28442 0.32220 -5.27767 -0.14 -0.06 -0.01 0.013
H 3.62655 0.28985 -6.61453 0.04 0.00 0.17 0.001
H 5.59550 0.34707 -4.70862 -0.14 0.02 0.04 0.002
H 4.29360 0.43681 -2.30262 0.15 -0.02 0.08 0.013
O 0.53436 -7.01046 5.10269 0.83 3.04 -1.32 0.075
C 0.77728 -5.93870 4.64251 -1.40 -4.34 2.02 0.053
N 1.02722 -4.86634 4.16791 -0.04 0.73 -0.52 0.070
```
Forces are in eV/Å.

The molar mass comes out at 617.57 Da. The energy above the lowest of the compared OMol25 structures with the same formula, charge and spin comes out at 523.2 kJ/mol. Its expectation value of S² is 3.82. Its spin multiplicity is 4. The value obtained for the orbital gap (spin up / spin down) is 0.1583 / 0.1003 hartree. Its HOMO energy (spin up / spin down) is -12.076 / -12.076 eV. Its total charge is +2.

(4)
DFT (ωB97M-V/def2-TZVPD) results for a molecular structure, C30H31CoN7O4S in a non-equilibrium geometry.

Structure (XYZ):
```
74
Properties=species:S:1:pos:R:3:forces:R:3:mulliken_charge:R:1
Co 0.66790 -2.32178 -0.09412 -3.68 -0.97 0.25 -0.499
C -1.36937 5.08454 -0.36544 0.31 0.16 -0.03 -0.910
O -1.30936 3.88678 -1.13293 -0.26 0.04 0.34 -0.438
C -2.50983 3.22586 -1.25909 0.03 0.05 -0.09 0.990
C -3.72804 3.87948 -1.41972 -0.03 -0.35 0.03 -0.535
C -4.90094 3.13713 -1.54193 -0.01 -0.11 -0.02 -0.572
C -4.84972 1.75045 -1.50852 0.15 0.12 -0.02 -1.124
C -3.62763 1.09470 -1.37250 -0.19 0.20 0.08 -0.336
C -2.44003 1.82138 -1.24950 -0.26 -0.70 -0.48 0.009
N -1.16188 1.21992 -1.18177 -0.38 1.49 0.82 -0.146
C -0.90704 -0.12873 -1.02001 -0.08 -1.09 -0.36 0.058
N -1.37131 -0.86421 -2.08882 0.28 -0.04 -0.14 0.645
C -1.05389 -2.19952 -2.40383 -0.52 -1.09 0.37 -0.948
C -0.28962 -3.00722 -1.56292 0.83 0.14 0.57 0.574
C -0.03652 -4.34138 -1.88898 -0.48 0.16 -0.66 -0.341
C -0.55710 -4.88798 -3.05995 0.08 -0.01 0.22 -0.786
C -1.34579 -4.10419 -3.89657 0.08 0.12 0.17 -0.529
C -1.61211 -2.78166 -3.55053 0.50 -0.16 -0.13 1.065
O -2.38908 -1.99802 -4.38545 -0.51 0.10 0.06 -0.565
C -3.77070 -2.29523 -4.19190 -0.21 0.36 -0.28 -0.750
N -0.23288 -0.64849 -0.05407 0.22 1.02 -0.73 0.603
C 0.22680 0.19394 0.99124 -1.43 2.48 -0.02 -0.968
C 1.60224 0.47916 1.04610 -0.31 0.56 0.36 -0.037
C 2.11731 1.31436 2.04563 -0.37 1.66 -0.12 -0.848
C 1.26327 1.84585 3.00063 -0.05 -0.45 -0.50 -1.013
C -0.10299 1.55091 2.96905 -0.01 0.19 0.46 -0.713
C -0.62685 0.72442 1.96719 0.40 -0.18 -0.60 0.625
O -1.94964 0.38241 1.86122 -0.17 0.18 -0.03 -0.301
C -2.86341 1.03919 2.71560 -0.01 -0.19 -0.09 -1.033
H -0.34451 5.34973 -0.09660 -0.07 -0.14 -0.12 0.275
H -1.93361 4.94113 0.56427 -0.05 -0.02 -0.24 0.345
H -1.78661 5.90902 -0.95571 -0.07 -0.10 0.15 0.330
H -3.78595 4.95918 -1.47396 0.16 -0.04 0.10 0.267
H -5.85218 3.64376 -1.66731 0.10 -0.01 0.02 0.383
H -5.76376 1.16919 -1.59414 0.14 0.06 0.03 0.375
H -3.62311 0.01193 -1.33456 0.20 0.08 0.03 0.488
H -0.57245 1.81548 -0.60301 0.29 -0.36 -0.02 0.624
H -1.68606 -0.32752 -2.88197 -0.05 0.11 0.09 0.380
H 0.57293 -4.94095 -1.22205 -0.07 0.04 -0.05 0.399
H -0.34826 -5.92221 -3.31753 -0.04 0.07 -0.04 0.350
H -1.74968 -4.51997 -4.81347 -0.05 0.16 0.02 0.472
H -4.35058 -1.57503 -4.77424 0.13 -0.01 0.00 0.286
H -4.05784 -2.19083 -3.14049 0.11 -0.13 -0.02 0.217
H -4.01234 -3.29842 -4.55538 0.06 -0.01 0.16 0.322
H 2.24696 0.06293 0.30626 -0.42 1.49 -0.47 0.985
H 3.17467 1.53393 2.07397 -0.11 0.02 -0.10 0.357
H 1.65951 2.48569 3.78356 -0.08 -0.04 -0.03 0.377
H -0.73124 1.97287 3.74422 -0.09 -0.11 -0.13 0.381
H -3.86852 0.71162 2.44041 0.19 -0.10 -0.12 0.246
H -2.81976 2.12563 2.58560 0.10 0.02 0.14 0.357
H -2.69588 0.75965 3.76023 0.06 0.17 0.00 0.338
C 6.01769 0.58239 3.85986 0.32 0.16 -0.17 -1.135
C 4.71216 -0.12016 4.05636 -1.39 -0.71 0.09 0.881
C 4.23904 -0.40558 5.33418 0.27 0.17 0.36 -0.604
C 3.01887 -1.06146 5.45551 0.16 0.18 -2.03 -0.331
N 2.32670 -1.40383 4.36348 -0.56 -0.22 1.01 -0.436
C 2.80367 -1.11556 3.13226 0.33 -0.92 0.19 0.167
S 1.86784 -1.58333 1.70896 3.10 -2.36 4.37 -0.269
N 3.98918 -0.47911 2.98345 0.83 0.25 -0.34 -0.416
H 6.49427 0.81189 4.82796 -0.21 -0.10 -0.38 0.335
H 5.85039 1.52809 3.31718 0.17 -0.37 0.09 0.255
H 6.69834 -0.05942 3.27610 -0.22 0.35 0.10 0.248
H 4.80117 -0.12769 6.21713 0.07 0.02 -0.01 0.312
H 2.62569 -1.29747 6.43576 -0.27 -0.16 -0.04 0.388
O -0.48423 -2.97279 0.94715 0.46 -0.74 -0.62 -0.786
N 1.94193 -1.60986 -2.65580 -0.16 0.00 -0.48 -0.152
C 3.03151 -1.04245 -3.22884 -0.49 -0.24 0.33 -0.220
C 3.84950 -0.65551 -2.19586 -0.06 -0.04 -0.04 -1.254
C 3.15883 -1.03592 -1.03441 0.37 -0.23 -0.26 0.111
N 1.98740 -1.61974 -1.31195 2.71 0.64 -1.13 0.644
H 1.13019 -2.01009 -3.11033 0.08 -0.05 0.10 0.076
H 3.12831 -0.96612 -4.30045 -0.07 -0.02 0.08 0.462
H 4.80927 -0.16924 -2.26862 -0.09 -0.04 0.06 0.406
H 3.45877 -0.91593 -0.00528 0.28 -0.41 -0.11 0.587
```
Forces are in eV/Å.

The molar mass comes out at 644.62 Da. The value obtained for the orbital gap is 0.1860 hartree. Its HOMO energy is -2.612 eV. Its total charge is -1.

(5)
DFT (ωB97M-V/def2-TZVPD) results for a molecular structure, CH3F2O2PS in a non-equilibrium geometry.

Structure (XYZ):
```
10
Properties=species:S:1:pos:R:3:forces:R:3:lowdin_spin:R:1
C 0.27232 -0.89002 -1.21960 -1.82 -4.27 -0.47 0.177
O 0.51289 0.86277 0.57149 0.69 -5.17 0.14 0.307
O -1.17692 1.22911 2.35884 -1.08 -3.74 2.97 0.254
F 1.62730 -1.10928 1.19074 -0.96 -1.13 -0.05 0.100
F -1.55751 1.55909 -0.06424 -0.64 -1.36 -1.48 0.089
P 0.18199 -0.71662 0.64783 3.42 3.65 -1.45 0.474
S -0.66814 1.94046 1.25053 -0.62 8.96 -0.21 0.582
H 1.08052 -1.56054 -1.57032 -0.22 0.25 0.70 0.007
H -0.69310 -1.38408 -1.58750 1.24 0.97 0.39 0.002
H 0.42064 0.06912 -1.57777 -0.01 1.84 -0.54 0.007
```
Forces are in eV/Å.

The molar mass comes out at 148.07 Da. The energy above the lowest of the compared OMol25 structures with the same formula, charge and spin comes out at 52.1 kJ/mol. Its expectation value of S² is 2.01. Its spin multiplicity is 3. The value obtained for the orbital gap (spin up / spin down) is 0.1694 / 0.1964 hartree. Its HOMO energy (spin up / spin down) is -4.695 / -10.013 eV. Its total charge is 0.